[1]
ORCA calculation (ωB97M-V/def2-TZVPD) on C19H28InN3O5S2 as an isolated structure.

Structure (XYZ):
```
58
Properties=species:S:1:pos:R:3:forces:R:3
In 0.192297 1.867872 -0.328318 -0.66 0.14 -0.27
C -2.337116 0.228857 1.080649 -0.19 0.00 -0.27
C -2.704194 0.520535 -0.391768 0.00 -0.10 0.17
N -2.197711 1.796427 -0.895979 0.37 -0.11 -0.16
C -2.923769 3.003439 -0.509796 0.02 0.11 0.25
C -2.591742 3.434940 0.922820 -0.10 -0.13 -0.33
N -1.148420 3.466874 1.136614 0.54 0.00 -0.15
C -0.697351 3.060803 2.464224 -0.04 -0.10 0.15
C -0.999074 1.563803 2.722262 -0.04 0.25 0.06
N -1.033608 0.760403 1.492613 0.67 0.09 -0.18
H -2.360585 -0.856773 1.192679 0.01 0.01 0.10
H -3.108792 0.625651 1.738539 0.05 0.03 0.05
H -3.793595 0.453628 -0.489121 0.02 -0.01 -0.03
H -2.268799 -0.256171 -1.019189 -0.07 0.02 -0.05
H -2.142439 1.735786 -1.907162 0.03 -0.02 0.01
H -4.007297 2.860696 -0.588608 0.02 0.03 -0.06
H -2.629110 3.801291 -1.192877 -0.01 -0.04 -0.05
H -3.035713 2.731368 1.623517 0.00 0.05 0.09
H -3.054919 4.407509 1.105496 0.01 -0.02 0.08
H -0.766727 4.371550 0.886733 -0.01 0.02 0.05
H -1.149867 3.651187 3.268402 -0.01 0.01 -0.04
H 0.380771 3.206685 2.491581 -0.05 0.08 0.05
H -1.945488 1.462046 3.255821 0.00 -0.06 -0.03
H -0.218757 1.190728 3.383805 -0.04 -0.07 0.00
H -0.337872 0.024798 1.517397 -0.13 -0.09 0.13
O 1.882670 1.823144 1.451290 -0.92 0.04 -0.29
S 3.389402 1.651618 1.452013 0.51 -0.41 -0.01
C 3.775387 0.139446 0.486623 0.06 0.08 0.05
C 4.094738 -0.982049 1.469098 0.02 0.03 0.07
C 4.720718 -0.314808 2.692237 -0.02 -0.10 -0.10
C 3.785995 0.832491 3.040935 0.12 0.17 -0.10
H 4.632933 0.387577 -0.139296 -0.01 0.05 0.01
H 2.906810 -0.062170 -0.139363 0.02 0.07 0.00
H 4.760029 -1.716906 1.017906 -0.03 -0.01 -0.01
H 3.175550 -1.493669 1.761209 0.00 -0.02 -0.03
H 5.715477 0.068179 2.452321 0.01 -0.02 0.01
H 4.828890 -1.009150 3.524956 -0.01 0.06 0.05
H 4.213556 1.568404 3.719325 -0.04 0.02 -0.02
H 2.832506 0.478713 3.434929 -0.06 0.03 -0.06
S 0.888076 3.270394 -3.398035 0.20 -0.03 -0.61
C 0.477115 3.620574 -1.963667 -0.17 -0.54 1.32
O 0.715944 -0.405550 -0.370889 -0.17 0.72 0.24
C 0.177706 -0.600653 -1.512565 -0.05 -0.59 -0.54
O -0.101523 0.350152 -2.277813 0.03 0.11 0.35
C -0.167884 -2.004054 -1.896737 0.12 0.16 0.26
C -0.333746 -2.951410 -0.892935 0.08 0.06 -0.05
C -0.689038 -4.267696 -1.186473 -0.04 -0.16 -0.06
C -0.840491 -4.582058 -2.514708 0.01 0.10 -0.14
O -1.163215 -5.781659 -3.063234 -0.04 0.02 0.16
C -1.148816 -5.599027 -4.478712 0.03 -0.15 -0.20
O -0.914326 -4.216582 -4.733099 0.01 0.15 -0.02
C -0.681155 -3.633960 -3.522444 0.00 -0.11 0.13
C -0.353125 -2.333879 -3.247304 -0.08 0.01 -0.17
H -0.172539 -2.653262 0.133341 0.01 -0.01 0.02
H -0.834747 -5.014567 -0.418581 0.03 0.03 0.01
H -2.111165 -5.894974 -4.897863 -0.02 0.07 0.06
H -0.344299 -6.194750 -4.918041 0.02 0.05 0.08
H -0.237554 -1.591789 -4.024754 0.00 0.00 0.01
```
Positions in Å, forces in eV/Å.

The net charge is +1. As for the HOMO energy (spin up / spin down): -9.250 / -10.410 eV. For the calculated total energy, the calculation gives -2267.526185 a.u. Its expectation value of S² is 0.758. As for the HOMO-LUMO gap (spin up / spin down): 6.77 / 7.09 eV. The energy above the lowest of the compared OMol25 structures with the same formula, charge and spin comes out at 0.0000 eV. The multiplicity is 2.



[2]
ORCA calculation (ωB97M-V/def2-TZVPD) on C19H28LaN4O5S as an isolated structure.

Structure (XYZ):
```
58
Properties=species:S:1:pos:R:3:forces:R:3
C 0.764625 -4.423556 2.896060 0.92 -0.52 0.23
N -0.662884 -4.480091 2.474418 0.55 2.47 -0.25
C -0.836331 -4.909413 1.055995 0.39 -1.75 -0.39
C -1.404857 -3.256808 2.797520 -4.11 -1.19 1.79
O -2.580853 -3.399249 3.242052 4.13 1.04 -2.12
C -0.855722 -1.758877 2.687778 0.57 0.33 -0.25
C -1.513997 -0.900869 1.523668 -0.47 2.17 -2.34
C -2.966676 -1.110034 1.029584 1.59 1.34 -0.15
C -3.662401 -0.263686 -0.118534 1.08 0.11 0.52
N -5.020632 -0.586714 -0.407346 2.78 3.67 -2.86
C -5.479243 0.226538 -1.481851 1.31 0.30 0.52
C -4.660396 1.323790 -2.199548 1.10 -1.25 1.56
N -3.308130 1.628501 -1.889031 -3.16 -3.16 1.93
C -2.826134 0.819603 -0.813684 0.25 -0.64 0.64
C -1.340190 1.074521 -0.332338 -0.88 -0.80 0.32
C -0.517758 2.229780 -1.107315 -0.45 -0.64 1.70
C 0.529712 1.532576 -2.111207 0.61 0.59 -0.49
C 0.627404 2.282514 -3.554576 0.32 -0.89 -0.12
C 1.851405 1.535643 -4.339074 -0.52 0.01 2.48
S 3.523665 2.282313 -3.999176 4.85 2.12 -0.92
O 4.539406 1.454284 -4.819257 -3.75 0.76 0.83
O 3.638437 3.725879 -4.366881 -1.55 -3.95 1.31
O 4.022014 2.145972 -2.403628 -1.85 -0.66 -2.21
C -0.669335 0.238156 0.844356 -2.30 -0.81 -0.85
C 0.820503 0.604083 1.247869 0.41 -0.16 -0.19
C 0.930613 1.796363 2.350904 0.16 -0.40 0.62
O -0.310470 1.837891 3.113767 1.93 -0.76 0.12
C 2.150845 1.442604 3.332229 0.41 -0.09 0.76
N 3.488822 1.450225 2.671691 -0.28 -0.52 -0.30
H 1.196606 -5.487375 3.008454 -0.89 1.58 -0.27
H 0.903281 -3.932283 3.930102 -0.42 -0.64 -1.72
H 1.390171 -3.904864 2.088433 -0.56 -0.48 1.14
H -1.758000 -4.489686 0.537614 1.24 -0.33 0.88
H -0.963575 -6.058483 1.077508 0.10 1.77 -0.16
H 0.138384 -4.735760 0.456692 -1.57 0.07 0.77
H -1.024491 -1.211036 3.691424 -0.04 -1.04 -1.53
H 0.273691 -1.786269 2.536350 -1.50 0.14 0.04
H -3.593972 -1.920041 1.551953 0.98 1.29 -0.86
H -6.554651 0.049591 -1.844423 1.83 0.27 0.74
H -5.173324 1.912150 -3.039930 0.99 -0.95 1.45
H 0.026175 2.806774 -0.266323 -0.61 -0.91 -1.47
H -1.205891 2.990566 -1.608303 0.77 -1.46 0.55
H 1.582472 1.646063 -1.650524 -1.70 -0.45 -0.58
H 0.280901 0.417125 -2.279300 0.41 1.77 0.30
H -0.310700 2.066153 -4.181168 1.27 0.62 1.01
H 0.837818 3.404992 -3.434996 -0.40 -1.70 -0.32
H 1.854554 0.451833 -3.931923 0.32 1.47 -0.96
H 1.688516 1.498235 -5.492336 -2.58 0.61 2.95
H 3.785967 1.242245 -2.058811 0.54 0.81 -0.38
H 1.461852 0.952699 0.351639 -1.35 -0.68 1.14
H 1.410922 -0.283453 1.694108 -1.33 1.16 -0.78
H 1.096156 2.812272 1.827535 -0.33 -1.58 0.93
H -0.095227 1.298673 3.917164 -0.62 0.84 -0.73
H 2.032679 0.401687 3.827719 -0.59 1.43 -0.81
H 2.204568 2.186051 4.214603 -0.39 -0.92 -1.52
H 4.137557 0.769359 3.111393 -0.70 0.80 -0.30
H 3.446905 1.196800 1.676321 -0.07 0.11 0.66
La 2.659216 1.164047 -7.035417 3.14 -0.31 -2.07
```
Positions in Å, forces in eV/Å.

The net charge is +3. As for the HOMO energy: -14.838 eV. For the calculated total energy, the calculation gives -1764.202966 a.u. As for the HOMO-LUMO gap: 1.76 eV.



[3]
ORCA calculation (ωB97M-V/def2-TZVPD) on one molecule with the formula C19H28N4O4S.

Structure (XYZ):
```
56
Properties=species:S:1:pos:R:3:forces:R:3
O 0.316183 -1.890571 2.462362 -0.16 -0.28 0.17
C 0.128607 -0.718501 2.212653 -0.24 0.53 0.15
N 0.980861 0.013001 1.442733 -0.16 0.38 0.01
C 2.097695 -0.526292 0.876308 0.54 -1.14 0.02
N 2.898245 0.123590 0.100524 -1.25 1.10 0.46
N 3.919790 -0.612189 -0.326445 1.26 -0.42 -0.71
C 3.923192 -1.820735 0.106207 -0.51 -0.25 0.45
C 4.957406 -2.831641 -0.226838 -0.12 -0.22 0.16
C 4.326729 -4.030702 -0.944216 0.32 0.07 -0.26
C 5.389825 -5.070140 -1.282403 -0.22 -0.18 0.19
C 6.105228 -5.534235 -0.017561 0.25 0.12 -0.21
C 6.734192 -4.345454 0.702316 -0.21 -0.17 0.22
C 5.673160 -3.304969 1.043606 0.34 0.08 -0.24
H 4.937294 -3.740423 1.724115 -0.02 0.00 0.09
H 6.132259 -2.449592 1.543702 -0.08 0.01 0.07
H 7.226328 -4.681141 1.617393 0.09 0.03 -0.02
H 7.493004 -3.892008 0.060458 0.09 0.02 0.00
H 6.875038 -6.265709 -0.272036 -0.03 -0.07 0.05
H 5.386929 -6.020379 0.646514 -0.03 -0.08 0.05
H 4.924011 -5.922274 -1.781727 0.05 0.01 -0.09
H 6.116610 -4.633918 -1.971554 0.03 -0.01 -0.08
H 3.571245 -4.476650 -0.292573 -0.08 -0.04 -0.01
H 3.829948 -3.690693 -1.855495 -0.10 0.01 0.05
H 5.680653 -2.349395 -0.892564 -0.06 0.03 0.03
S 2.559038 -2.191237 1.157722 0.49 0.58 -0.54
H 0.736677 0.982448 1.217137 -0.01 -0.19 0.08
C -1.068885 0.063565 2.715617 -0.11 -0.07 -0.05
H -0.728419 1.007475 3.144527 -0.04 -0.03 0.03
H -1.546655 -0.535358 3.491223 0.11 0.02 -0.07
C -2.078565 0.349836 1.596395 0.23 0.09 0.20
C -1.689200 1.556655 0.757274 -0.26 -0.26 -0.05
O -0.631366 2.151225 0.924070 0.25 0.21 0.17
N -2.574841 1.944542 -0.177822 0.09 0.18 -0.14
C -3.858753 1.307294 -0.394256 -0.42 -0.36 0.05
H -3.728352 0.222480 -0.451666 -0.08 0.12 0.07
C -4.494879 1.802669 -1.686142 -0.10 0.35 0.08
H -3.848979 1.598520 -2.540077 0.02 -0.04 -0.01
H -5.441372 1.282713 -1.838630 0.00 -0.03 -0.04
C -4.751542 3.323737 -1.617072 0.37 -0.21 0.12
O -4.985388 3.854779 -2.901918 0.29 0.09 0.09
C -6.366204 3.744713 -3.163406 -0.32 -0.13 -0.06
H -6.577786 2.846412 -3.756965 -0.01 0.12 0.03
C -7.013529 3.660519 -1.764724 -0.25 -0.01 -0.21
H -7.600702 4.547904 -1.518382 0.01 -0.11 -0.03
O -5.922286 3.599072 -0.870541 0.27 0.07 0.20
H -7.645293 2.770317 -1.663693 0.02 0.11 -0.03
H -6.672621 4.628781 -3.723812 -0.02 -0.10 0.01
C -3.557830 4.034101 -0.962208 -0.20 -0.19 -0.19
C -2.316033 3.155788 -0.937451 0.18 0.45 -0.03
H -2.007830 2.903247 -1.956947 0.07 0.04 0.06
H -1.488301 3.672453 -0.447626 -0.12 -0.09 -0.19
H -3.851926 4.299324 0.053817 0.05 0.02 0.02
H -3.358076 4.949039 -1.518182 -0.03 0.03 0.04
H -4.539270 1.531763 0.438177 0.02 -0.12 -0.06
H -3.058100 0.543120 2.039387 -0.04 -0.08 -0.08
H -2.172126 -0.527352 0.951465 -0.13 0.01 -0.01
```
Positions in Å, forces in eV/Å.

The net charge is 0. As for the HOMO energy: -8.534 eV. The structure (SMILES) is O=C(CCC(=O)N1CCC2(CC1)OCCO2)Nc1nnc(C2CCCCC2)s1. For the calculated total energy, the calculation gives -1659.015299 a.u. As for the HOMO-LUMO gap: 8.98 eV. The energy above the lowest of the compared OMol25 structures with the same formula, charge and spin comes out at 0.4445 eV.



Look up the net charge of the third one. 0